C37H72BrN2O16P5S | ωB97M-V with the def2-TZVPD basis set

HOMO in eV: -8.13
Structure (SMILES): COCCCCCCCCCc1c(P(C)O)c(CC=O)c2nc([PH2]=S)c(OC[C@@H](C)CC(C)C)nc2c1Br.COP(=O)(OC)OC.COP(=O)(OC)OC.COP(=O)(OC)OC
Total charge: 0
HOMO-LUMO gap in eV: 5.427
Spin multiplicity: 1

The geometry in XYZ format:
```
134
Properties=species:S:1:pos:R:3:forces:R:3:lowdin_charge:R:1
C -1.277914 -0.552909 0.624150 -0.85 0.52 0.01 -0.093
O 0.021797 -0.222963 1.132286 0.20 -1.02 -0.61 -0.227
C 0.859273 -1.381313 1.265851 1.44 -0.89 0.29 -0.231
C 2.398917 -1.046507 1.082366 -1.08 1.67 -0.39 -0.159
C 2.647117 -0.343617 -0.326763 -0.99 -0.42 0.51 -0.199
C 2.370179 -1.303499 -1.548433 0.70 -0.77 0.25 -0.192
C 3.536197 -1.358126 -2.634998 -0.47 -0.22 0.74 -0.195
C 3.487466 -0.220400 -3.717833 0.73 -0.66 -0.20 -0.207
C 2.125925 -0.113070 -4.508637 0.41 0.47 -0.12 -0.219
C 1.497629 1.351973 -4.487187 0.30 -1.37 -0.15 -0.206
C 1.462077 1.974210 -3.041243 -0.43 1.26 -0.33 -0.160
C 0.062783 2.418638 -2.524141 -2.81 -0.47 0.55 -0.161
C -0.099655 3.768137 -1.880056 -1.97 -0.90 -0.12 -0.215
P 1.297530 5.025981 -1.647715 -0.27 1.01 0.85 0.926
C 1.661743 5.825019 -3.332204 0.25 -0.62 0.54 -0.257
O 2.734067 4.262544 -1.191710 -0.70 -0.22 -1.00 -0.330
C -1.391898 4.218188 -1.333782 1.02 -0.88 -1.12 -0.125
C -1.511129 5.610064 -0.620988 -0.08 -0.63 0.57 -0.144
C -0.947217 5.443289 0.850311 0.60 -0.44 -0.27 -0.233
O -0.059124 4.661449 1.131684 -1.08 0.87 -0.27 0.002
C -2.631203 3.363067 -1.420613 3.05 0.94 -0.25 -0.140
N -3.784027 3.892512 -0.860953 -0.70 -4.15 -1.70 0.130
C -4.788448 2.990237 -1.029576 -0.43 -0.24 0.52 -0.318
P -6.461660 3.505587 -0.321633 0.56 0.89 0.05 0.396
S -7.382634 4.845959 -1.381675 -0.03 -0.15 -0.07 0.149
C -4.707385 1.656543 -1.697176 1.49 0.32 -0.11 -0.288
O -5.861092 0.882816 -1.807627 1.14 1.48 -0.29 -0.107
C -6.571373 1.184101 -3.048566 -1.15 0.15 -0.99 -0.118
C -8.100631 1.511245 -2.849289 -1.05 0.45 -0.20 -0.344
C -8.600728 2.692064 -3.797108 0.57 -0.02 0.09 -0.116
C -9.067028 0.294301 -3.125724 0.52 0.28 0.46 -0.174
C -8.841972 -0.975452 -2.212556 -1.60 -0.04 -0.14 -0.380
C -8.341743 -0.665562 -0.749108 0.19 -1.46 -0.23 -0.083
C -10.273801 -1.665851 -2.063589 0.40 0.75 0.32 -0.109
N -3.548517 1.170158 -2.191482 -1.42 2.26 1.29 0.171
C -2.477011 2.040671 -2.054431 0.66 -0.11 -0.19 -0.212
C -1.147176 1.576686 -2.578252 0.96 2.00 0.64 -0.439
Br -1.110808 -0.245463 -3.328743 -0.23 1.47 0.72 0.807
H -1.480566 -0.069109 -0.372898 0.52 -0.51 0.84 0.046
H -1.429610 -1.659844 0.524017 0.07 1.02 0.21 0.103
H -2.038120 -0.102458 1.326299 0.61 -0.68 -0.54 0.090
H 0.633943 -2.175478 0.507026 -0.21 0.71 0.59 0.120
H 0.728546 -1.820959 2.297518 -0.04 0.24 -0.96 0.118
H 3.044419 -1.947863 1.231045 -0.65 0.65 -0.09 0.107
H 2.621946 -0.238776 1.840629 0.09 -1.02 -0.46 0.110
H 3.684824 0.069953 -0.282219 -0.77 -0.21 -0.46 0.102
H 1.877958 0.481606 -0.361174 1.08 -0.48 0.13 0.092
H 2.295670 -2.344318 -1.114263 0.14 0.91 -0.52 0.105
H 1.363558 -1.118829 -2.017261 1.03 0.06 0.45 0.063
H 3.526257 -2.399048 -3.067460 -0.08 1.15 0.05 0.114
H 4.509700 -1.301623 -2.064891 -0.86 0.01 -0.61 0.102
H 4.302588 -0.458188 -4.461482 -0.70 0.34 0.73 0.107
H 3.813584 0.728307 -3.215531 -0.54 -0.59 -0.52 0.106
H 2.322676 -0.359667 -5.589550 -0.27 0.10 1.03 0.109
H 1.431758 -0.886013 -4.105791 0.40 0.75 -0.38 0.043
H 0.478026 1.289899 -4.938770 0.78 0.19 0.40 0.070
H 2.127086 1.942086 -5.209461 -0.58 -0.18 0.99 0.113
H 2.083597 2.912059 -3.090809 -0.59 -0.99 0.30 0.084
H 1.926593 1.344268 -2.245544 -0.35 0.25 -0.81 0.092
H 2.003326 6.870007 -3.098637 -0.26 -1.09 -0.25 0.035
H 0.674564 5.874714 -3.853269 0.88 -0.11 0.21 0.043
H 2.446265 5.279150 -3.909151 -0.75 0.47 0.16 0.037
H 2.647770 3.796284 -0.346968 -0.22 0.32 -0.13 0.051
H -2.566135 5.955852 -0.513845 0.71 -0.53 -0.25 0.101
H -0.967031 6.417298 -1.178599 -0.30 -0.81 0.73 0.097
H -1.412221 6.048552 1.686098 0.19 -0.21 -0.85 0.127
H -6.143536 4.084547 0.955287 0.13 -0.76 -0.46 -0.020
H -7.213062 2.333226 -0.028936 0.61 0.22 0.01 -0.025
H -6.502659 0.296097 -3.728563 0.22 0.65 0.63 0.141
H -6.102077 2.057459 -3.569011 -0.18 -0.72 0.56 0.129
H -8.332016 1.868863 -1.809309 0.65 -0.38 -0.90 0.083
H -7.823236 3.494012 -3.896134 -0.64 -0.77 0.07 0.035
H -8.833971 2.290521 -4.818124 0.11 0.40 0.84 0.078
H -9.500376 3.207953 -3.362268 0.76 -0.74 -0.47 0.081
H -10.111467 0.671155 -2.944805 0.89 -0.29 -0.20 0.119
H -8.998030 0.042500 -4.221224 -0.08 0.02 1.02 0.122
H -8.195496 -1.706454 -2.758198 -0.15 0.65 0.70 0.130
H -7.244257 -0.884827 -0.681100 -0.92 0.73 0.10 0.076
H -8.830892 -1.430423 -0.079314 0.46 0.85 -0.50 0.076
H -8.619440 0.343188 -0.367090 0.32 -0.72 -0.40 0.067
H -10.785547 -1.764211 -3.052383 0.43 -0.22 0.79 0.076
H -10.896248 -0.967513 -1.434080 0.46 -0.67 -0.60 0.083
H -10.203604 -2.630751 -1.497932 -0.10 0.69 -0.76 0.075
C -5.046863 -1.312391 6.050734 -0.33 -0.03 0.34 -0.137
O -4.026261 -2.284949 6.342988 0.08 2.75 -2.41 -0.249
P -2.583924 -2.188663 5.422981 3.89 -7.35 3.37 0.652
O -2.497616 -3.665487 5.150656 -0.58 1.48 -0.55 -0.258
O -1.724227 -1.800804 6.770640 -0.19 0.97 -0.55 -0.256
C -2.038338 -0.586215 7.451252 -0.14 -0.20 0.20 -0.130
O -1.267509 -1.787825 4.419970 -2.84 1.89 -0.34 -0.241
C -0.848885 -0.416649 4.380102 0.42 0.18 -0.04 -0.119
H -5.998775 -1.829092 5.923340 0.07 0.02 -0.02 0.086
H -5.132090 -0.614584 6.887159 -0.03 0.04 -0.08 0.079
H -4.827079 -0.750879 5.139736 -0.19 0.02 0.02 0.074
H -2.698183 -0.801507 8.294227 -0.04 0.08 -0.04 0.089
H -2.523040 0.134460 6.786552 0.01 0.12 0.16 0.074
H -1.114563 -0.147212 7.826791 0.00 -0.04 -0.07 0.090
H -0.171305 -0.210635 5.212924 -0.13 0.00 0.05 0.090
H -1.707710 0.255835 4.425399 0.18 0.16 -0.08 0.080
H -0.314722 -0.246414 3.444133 -0.17 -0.01 0.04 0.062
C 6.360077 -7.584637 -0.867879 0.37 -0.12 -0.34 -0.134
O 5.963052 -6.215233 -1.077458 -0.42 -2.47 2.86 -0.249
P 5.014186 -5.488461 0.151554 -1.39 7.93 -5.27 0.689
O 4.074102 -4.875211 -0.859365 -0.01 -1.19 0.82 -0.260
O 6.234945 -4.433244 0.472785 0.00 -1.30 1.04 -0.322
C 7.450891 -4.956443 1.021443 0.20 -0.01 -0.21 -0.107
O 4.103594 -4.863034 1.452604 1.00 -3.26 0.69 -0.252
C 4.607424 -5.062061 2.779406 0.00 0.26 0.32 -0.125
H 6.132585 -8.157919 -1.767073 -0.02 0.04 0.05 0.086
H 7.436261 -7.625380 -0.684923 -0.04 -0.08 0.04 0.080
H 5.837836 -8.036287 -0.021691 0.06 -0.15 -0.11 0.074
H 8.179355 -5.098908 0.221091 0.00 -0.07 0.05 0.098
H 7.283827 -5.908278 1.532725 0.15 0.02 0.04 0.083
H 7.848677 -4.239294 1.739771 -0.05 0.00 -0.02 0.089
H 5.334959 -4.283052 3.022409 0.05 -0.08 -0.05 0.083
H 5.071168 -6.044138 2.885422 -0.03 0.06 0.21 0.078
H 3.776667 -4.990657 3.480924 -0.02 -0.05 -0.12 0.089
C 6.869525 -1.674640 0.880793 -0.12 -0.27 -0.07 -0.117
O 7.984633 -1.492428 1.781034 -1.33 2.44 -2.31 -0.255
P 8.791769 0.014553 1.710199 6.42 -2.17 5.84 0.655
O 10.177269 -0.571294 1.725996 -1.26 0.53 -0.96 -0.260
O 8.301062 0.374922 3.238466 -0.70 0.59 -0.68 -0.256
C 6.901078 0.498168 3.491035 0.05 -0.27 0.11 -0.128
O 9.324210 1.614008 1.462528 -2.59 -1.07 -1.98 -0.235
C 8.337458 2.651502 1.449096 -0.01 0.34 0.17 -0.130
H 6.988589 -2.625972 0.362413 -0.07 0.52 0.05 0.061
H 5.941657 -1.697319 1.458049 -0.04 -0.02 -0.12 0.084
H 6.812354 -0.873064 0.139410 -0.12 -0.09 -0.04 0.079
H 6.522485 -0.437572 3.907468 -0.07 0.02 -0.07 0.088
H 6.346659 0.739212 2.579645 -0.16 0.00 0.12 0.073
H 6.745734 1.297370 4.215206 0.06 0.00 -0.04 0.090
H 8.118610 2.970205 2.471270 -0.05 -0.08 -0.03 0.086
H 7.418437 2.320279 0.962172 -0.02 0.22 -0.01 0.075
H 8.736374 3.503403 0.899156 0.04 -0.12 -0.03 0.087
```
Positions in Å, forces in eV/Å.